Version 1
ORCA calculation (ωB97M-V with the def2-TZVPD basis set) on a cluster of 2 separate species, C2H8NO in total.

Atoms and positions in Å:
O -0.73625 3.82874 -0.35323
H -1.15773 -1.55156 0.85788
H -0.19351 4.29642 -0.99210
H -1.33037 4.47284 0.02056
C 0.69908 -2.42111 0.16587
C -0.09016 -0.15342 -0.03765
N -0.29510 -1.33623 0.35736
H 0.73666 -3.05144 1.06026
H 1.67739 -1.94312 0.11596
H 0.44233 -3.00596 -0.70983
H -0.61245 0.81449 0.07792
H 0.86009 0.05036 -0.56300

net charge	+1
Kohn-Sham gap	9.5	eV

---

Version 2
ORCA calculation (ωB97M-V with the def2-TZVPD basis set) on a cluster of 2 separate species, C2H8NO in total.

Atoms and positions in Å:
O -1.77057 -0.64801 2.28130
H -1.63286 -0.03793 3.02763
H -2.25540 -1.27464 2.84194
H 1.53961 1.29174 -1.62015
C 1.00673 0.35884 -1.93469
C 0.37553 -0.26091 -0.72864
N 0.37764 0.29262 0.42768
H 0.32199 0.85103 -2.60372
H 1.60925 -0.37505 -2.47037
H -0.39656 -1.00991 -1.00233
H 1.17137 0.87353 0.71971
H -0.34672 -0.06131 1.06164

net charge	+1
Kohn-Sham gap	11.0	eV

---

Version 3
ORCA calculation (ωB97M-V with the def2-TZVPD basis set) on a cluster of 2 separate species, C2H8NO in total.

Atoms and positions in Å:
C -1.45604 0.16348 0.10171
C 1.70735 0.63722 0.10440
N -0.33219 -0.74102 0.01529
O 2.60467 -0.36763 0.08450
H -1.00287 0.99974 0.67421
H -1.77536 0.61504 -0.80838
H -2.12675 -0.25602 0.85417
H 1.45086 1.21509 -0.70106
H 1.28710 1.15722 1.00524
H -0.11075 -1.49332 -0.63247
H -0.25385 -1.15907 0.91350
H 2.96830 -0.72420 -0.75095

net charge	+1
Kohn-Sham gap	8.8	eV

---

Decreasing stability: version 2, version 1, version 3

---

Version 1
ORCA calculation (ωB97M-V with the def2-TZVPD basis set) on a cluster of 2 separate species, C2H8NO in total.

Atoms and positions in Å:
N -2.21274 0.64861 0.85489
H -1.54348 1.20121 0.31197
H -2.42535 1.12788 1.73004
H -3.04973 0.48318 0.29077
H -1.79745 -0.26882 1.03186
O -0.22779 -0.33210 -0.56065
C 0.84479 -0.87495 -0.76649
C 2.13637 -0.21816 -0.43664
H 0.83529 -1.80455 -1.35406
H 2.88763 -0.39068 -1.19974
H 2.60920 -0.43044 0.52291
H 1.94327 0.85882 -0.42486

net charge	+1
Kohn-Sham gap	10.5	eV

---

Version 2
ORCA calculation (ωB97M-V with the def2-TZVPD basis set) on a cluster of 2 separate species, C2H8NO in total.

Atoms and positions in Å:
C 0.81311 0.73152 -0.81197
C 1.39338 0.80740 0.39615
N -0.16610 -0.26521 -1.06689
H 0.71347 1.51364 -1.48153
H 2.10110 1.48412 0.88075
H 1.10520 -0.05314 0.96102
H -0.72252 -0.65914 -0.23679
H 0.15693 -1.15526 -1.41480
H -0.91543 0.07405 -1.81091
H -1.59449 -0.08760 1.70476
H -1.76522 -1.55892 1.59258
O -1.11945 -0.83144 1.28761

net charge	+1
Kohn-Sham gap	11.5	eV

---

Version 3
ORCA calculation (ωB97M-V with the def2-TZVPD basis set) on a cluster of 2 separate species, C2H8NO in total.

Atoms and positions in Å:
O -2.00486 2.00979 -0.57742
H -2.93620 2.30432 -0.79733
H -1.75893 2.77687 -0.08396
H 2.69083 -1.91858 0.68565
C 1.63130 -1.80296 0.46762
C 1.01980 -0.43824 0.38972
N -0.09670 -0.16991 -0.18519
H 1.43331 -2.37696 -0.45892
H 1.10458 -2.34992 1.19263
H 1.42649 0.30663 1.06238
H -0.59186 -0.93901 -0.66151
H -0.55901 0.75493 -0.16734

net charge	+1
Kohn-Sham gap	11.2	eV

---

Decreasing stability: version 1, version 3, version 2

---

Version 1
ORCA calculation (ωB97M-V with the def2-TZVPD basis set) on a structure of composition Cl2OS.

Atoms and positions in Å:
O 0.94791 1.02152 1.06534
S -0.86939 -1.18111 -1.59877
Cl 0.82841 0.52423 -0.40889
Cl -2.12741 -1.53050 -0.15800

Kohn-Sham gap (spin up / spin down)	6.2 / 6.2	eV

---

Version 2
ORCA calculation (ωB97M-V with the def2-TZVPD basis set) on the molecule Cl2OS.

Atoms and positions in Å:
Cl 1.81567 -0.14892 -1.05732
O -0.01357 0.03915 -1.00143
S -0.74638 0.67474 0.14854
Cl -1.05571 -0.56497 1.91021

Kohn-Sham gap (spin up / spin down)	7.9 / 7.9	eV

---

Decreasing stability: version 2, version 1

---

Version 1
ORCA calculation (ωB97M-V with the def2-TZVPD basis set) on a cluster of 2 separate species, C11H18 in total.

Atoms and positions in Å:
C -3.11638 -1.48449 1.09630
C -1.73566 -2.03157 1.57104
C -0.77721 -2.19622 0.42721
C -1.01623 -3.13147 -0.57809
C -0.11019 -3.25581 -1.61691
C 0.97711 -2.39715 -1.72714
C 1.16192 -1.37242 -0.81495
C 0.32879 -1.36520 0.30778
H -3.42432 -0.59774 1.65061
H -3.89001 -2.22464 1.28036
H -3.05485 -1.14646 0.06232
H -1.30927 -1.40516 2.33710
H -1.93638 -3.01176 1.99421
H -1.93643 -3.70617 -0.56249
H -0.26584 -4.01911 -2.37254
H 1.63357 -2.50095 -2.57645
H 1.79057 -0.51333 -1.00516
H 0.58599 -0.74616 1.16642
C 1.67735 3.46724 1.22694
C 0.82802 3.37167 -0.07461
C 1.71092 3.24318 -1.29728
H 2.68437 3.12245 1.03677
H 1.24876 2.84658 2.01136
H 1.71109 4.50364 1.55715
H 0.10974 2.56625 0.08094
H 0.26738 4.30049 -0.19318
H 2.21020 2.28478 -1.37592
H 1.15581 3.40316 -2.22915
H 2.49121 3.99638 -1.38261

Kohn-Sham gap	10.0	eV

---

Version 2
ORCA calculation (ωB97M-V with the def2-TZVPD basis set) on a cluster of 2 separate species, C11H18 in total.

Atoms and positions in Å:
C 0.10863 -2.77991 -0.81110
C -0.48764 -1.48775 -1.28112
C 0.23889 -0.59266 -2.06292
C -0.38599 0.54955 -2.58938
C -1.67198 0.81819 -2.43900
C -2.39030 0.06580 -1.45749
C -1.73232 -1.04405 -0.87150
H 0.37117 -3.23860 -1.74299
H -0.68008 -3.33834 -0.35878
H 1.03511 -2.49330 -0.26299
H 1.27977 -0.76978 -2.49775
H 0.23305 1.10148 -3.26367
H -2.24411 1.67363 -2.96682
H -3.44738 0.28111 -1.25890
H -2.24033 -1.76383 -0.12504
C 0.56567 2.36286 1.59065
C 0.63991 0.87413 1.37555
C 1.91734 0.18416 0.87923
C 0.32079 0.32567 2.73036
H 0.77639 3.12119 0.79209
H 1.24824 2.71597 2.46014
H -0.40699 2.55361 1.86605
H -0.27335 0.53790 0.73461
H 2.56429 1.08957 0.70332
H 2.34015 -0.54833 1.52546
H 1.72739 -0.19694 -0.10070
H -0.15362 -0.78310 2.64434
H 1.09672 -0.05429 3.37848
H -0.34943 0.83605 3.40986

Kohn-Sham gap	10.0	eV

---

Decreasing stability: version 1, version 2

---

Version 1
ORCA calculation (ωB97M-V with the def2-TZVPD basis set) on a cluster of 2 separate species, C11H18 in total.

Atoms and positions in Å:
C 2.70767 -0.65702 -1.30867
C 1.47772 -0.01769 -1.84490
C 0.66374 -0.84321 -2.64196
C -0.66571 -0.50484 -2.94656
C -1.19722 0.69449 -2.46541
C -0.42979 1.45537 -1.60607
C 0.92067 1.18653 -1.41926
H 3.30529 -1.17844 -2.05954
H 2.38744 -1.37969 -0.55363
H 3.36146 0.10142 -0.86245
H 0.89531 -1.86339 -2.93635
H -1.31348 -1.12227 -3.54417
H -2.25341 0.81744 -2.68549
H -0.84359 2.39998 -1.26420
H 1.48792 2.04845 -1.07763
C -1.16143 -0.69230 3.33885
C -0.44614 -0.29094 2.02173
C -1.35375 -0.54766 0.82897
C 0.16911 1.12806 2.13121
H -2.18044 -0.27836 3.26194
H -0.68552 -0.24939 4.21308
H -1.34871 -1.76129 3.46849
H 0.36647 -1.03012 1.96705
H -1.97419 0.30943 0.60304
H -0.76671 -0.68669 -0.07899
H -1.99067 -1.40984 1.03406
H -0.44706 1.75846 1.48700
H 0.12181 1.44100 3.16483
H 1.19321 1.17252 1.77504

Kohn-Sham gap	10.0	eV

---

Version 2
ORCA calculation (ωB97M-V with the def2-TZVPD basis set) on a cluster of 2 separate species, C11H18 in total.

Atoms and positions in Å:
C 1.26138 2.06342 -0.19801
C 0.08634 2.53994 0.38288
C -0.19526 1.92337 1.69245
C 0.48782 0.77957 1.99050
C 1.62483 0.34094 1.36264
C 2.12692 1.04785 0.25106
H 1.20445 2.46611 -1.34663
H -0.75035 3.20852 0.00694
H -1.00234 2.46489 2.40524
H 0.19184 -0.01968 2.82407
H 2.24689 -0.39682 1.79540
H 3.16444 0.75194 0.00554
C -2.41794 0.13405 -2.12560
C -1.46230 -0.06256 -0.89359
C -0.78431 -1.37168 -0.61662
C 0.40561 -1.16503 0.30815
C 1.19508 -2.49293 0.33081
H -1.88444 -0.01266 -3.02400
H -3.51851 -0.54747 -2.40073
H -2.58969 1.26494 -2.19209
H -2.04304 0.30069 0.10054
H -0.60754 0.56445 -1.20642
H -1.76212 -1.99617 -0.35121
H -0.47104 -1.81337 -1.58464
H 0.16688 -0.83151 1.32781
H 1.04814 -0.24330 0.03437
H 1.09684 -3.10885 -0.79453
H 2.42295 -2.41855 0.80760
H 0.75847 -3.37011 1.10805

Kohn-Sham gap	9.1	eV

---

Decreasing stability: version 1, version 2

---

Version 1
ORCA calculation (ωB97M-V with the def2-TZVPD basis set) on the ion C3H3N2OS2 with charge -1.

Atoms and positions in Å:
N 0.91779 1.10043 0.11059
C 0.20165 0.04631 -0.40369
C -0.57245 -1.25560 0.46995
S -0.50826 -1.73961 2.05340
N -1.30754 -1.82588 -0.48689
O -1.18812 -1.21552 -1.73923
C -0.27531 -0.18698 -1.63070
S 0.02691 0.71182 -3.07089
H 0.91996 1.80277 -0.74906
H 1.80693 0.95497 0.37581
H -1.49513 -2.81443 -0.44247

net charge	-1
Kohn-Sham gap	6.7	eV

---

Version 2
ORCA calculation (ωB97M-V with the def2-TZVPD basis set) on a structure of composition C3H3N2OS2.

Atoms and positions in Å:
C 0.50208 1.12621 -0.01045
C 1.95103 -0.65046 0.09478
C -0.63618 -0.49791 -0.45276
N 1.69293 0.67065 0.05622
N -1.89440 -0.25099 0.19355
O 2.98922 -1.18494 0.37557
S -0.49716 2.40629 0.08628
S 0.51222 -1.75444 -0.07297
H -0.83575 -0.31300 -1.44129
H -1.74531 -0.23227 1.17785
H -2.03868 0.68084 -0.00678

net charge	-1
Kohn-Sham gap	7.1	eV

---

Decreasing stability: version 2, version 1